Entry 1:
Formula: C5H9N2
Source: the Open Molecules 2025 dataset
Level of theory: ωB97M-V with the def2-TZVPD basis set

Computed properties:
gap between HOMO and LUMO = 8.252 eV
highest occupied orbital energy = -14.315 eV
spin multiplicity = 1
total charge = +1
LUMO energy = -0.2228 Ha

Positions of all 16 atoms, in Å:
C -0.551 -1.260 -0.155
C -2.032 0.942 -0.124
C -0.882 0.046 0.412
C 1.840 0.030 0.182
C 0.434 -0.085 -0.323
N -3.160 0.211 -0.164
N -3.923 -0.500 0.208
H -0.239 -1.926 0.616
H -2.109 1.736 0.536
H -1.926 1.294 -1.208
H -0.703 0.195 1.426
H 2.198 0.945 -0.110
H 2.565 -0.616 -0.231
H 1.788 -0.240 1.301
H -1.087 -1.531 -1.012
H 0.512 0.429 -1.248



Entry 2:
Formula: C5H9N2
Source: the Open Molecules 2025 dataset
Level of theory: ωB97M-V with the def2-TZVPD basis set

Computed properties:
gap between HOMO and LUMO (spin up / spin down) = 6.801 / 8.949 eV
highest occupied orbital energy (spin up / spin down) = -13.225 / -13.568 eV
spin multiplicity = 1
total charge = +1
LUMO energy (spin up / spin down) = -0.2361 / -0.1697 Ha

Positions of all 16 atoms, in Å:
C 3.104 0.796 0.001
C 2.639 -0.398 -0.016
C 0.369 0.203 -0.018
C -1.770 -1.129 -0.015
C -1.636 1.328 -0.017
N 1.330 -0.741 0.077
N -0.920 0.146 0.017
H 3.835 1.559 -0.024
H 3.333 -1.387 0.038
H -2.278 -1.088 -1.072
H -0.908 -1.817 0.144
H -2.537 -1.012 0.841
H -0.934 2.184 0.130
H -2.123 1.537 -1.015
H -2.493 1.483 0.723
H 0.989 -1.664 0.207



| no. | electronic energy (eV) |
| --- | --- |
| 1 | -8300.6485 |
| 2 | -8298.0255 |